No. 1
Below is a cluster of 10 separate species, C32H90N6O10 in total at a distorted geometry, with properties calculated with the ωB97M-V functional and the def2-TZVPD basis.

Each line ends with the Löwdin charge.
Geometry (Å):
H -0.830 6.918 -1.089  0.107
O -7.803 5.804 -0.636  -0.194
C -5.545 3.321 2.924  -0.346
H 3.318 3.359 5.439  0.124
H 3.966 -3.835 4.098  0.128
O 0.378 -0.104 -8.054  -0.181
C 0.951 5.759 -1.750  -0.072
C 4.914 -0.866 -2.649  -0.079
N 6.055 -2.794 -1.936  0.033
C -7.585 5.421 -1.951  -0.247
H -6.890 4.924 -4.206  0.064
H -1.626 -7.582 5.930  0.074
H -7.415 -2.139 -3.224  0.105
C 5.270 -2.278 -3.078  -0.425
C 1.348 -0.243 -10.220  -0.419
H -0.817 -0.247 -10.545  0.074
H 2.016 1.725 6.733  0.070
H 6.007 -2.956 3.246  0.052
C 2.993 -3.667 2.208  -0.061
C 6.512 -4.120 -6.073  -0.080
H -5.526 4.830 -1.684  0.139
H 5.402 -5.110 1.786  0.123
H -0.334 2.325 0.496  0.081
H 1.604 6.360 -2.382  0.066
H 5.544 -3.963 -6.550  0.080
H -0.066 -6.958 5.510  0.067
H -6.157 3.814 -3.441  0.067
H 0.005 1.290 -1.512  0.112
H 1.556 1.573 5.106  0.069
H 3.695 4.460 7.328  0.074
H 0.225 5.324 -2.437  0.062
C 0.078 -0.738 -10.926  -0.061
C -1.859 -4.883 6.399  -0.257
C 3.597 2.309 5.355  -0.460
O 6.378 -3.760 -4.677  -0.202
C -6.277 2.009 3.172  -0.093
H 4.143 -0.369 -3.239  0.070
H 3.393 -0.511 -10.703  0.063
H 2.427 -0.264 -11.869  0.064
O -6.175 -0.497 -3.349  -0.059
H -5.507 7.078 -1.231  0.077
H -2.724 -3.100 4.780  0.085
H -4.827 3.421 3.738  0.109
H 5.779 -0.225 -2.820  0.073
H 6.938 -2.309 -1.862  0.070
H 5.408 4.631 7.263  0.085
H 7.251 -3.506 -6.588  0.084
O -1.109 -4.244 5.409  -0.174
C -7.208 -1.179 -2.751  -0.359
H -5.009 3.285 1.975  0.108
C -1.765 0.530 -0.557  -0.100
H -4.470 6.821 -2.709  0.079
H -0.215 -7.905 6.979  0.064
H 4.603 -0.832 -1.605  0.078
C 1.492 -0.622 -8.709  -0.223
H 3.273 -3.847 1.170  0.073
H -0.460 0.206 -6.224  0.086
H -6.860 4.509 2.085  0.076
H 1.546 4.927 -1.374  0.071
H 1.622 -1.696 -8.581  0.126
H 4.463 -5.987 3.059  0.119
O 4.775 2.693 7.588  -0.195
H -2.058 -0.022 0.336  0.079
H 1.469 0.839 -10.277  0.128
H -2.348 1.444 -0.670  0.072
H -8.027 4.425 -1.981  0.126
H 2.968 2.136 3.481  0.074
H 6.347 -3.724 -2.202  0.059
C -1.071 -5.881 7.209  -0.421
H 2.298 -4.404 2.610  0.075
H -1.111 -2.637 4.108  0.086
H 5.740 2.714 5.735  0.115
O 0.052 1.448 0.541  -0.073
H 0.083 -0.589 -12.006  0.069
H -2.174 -4.186 7.176  0.115
N 5.120 -2.628 2.892  0.040
C 6.899 -6.295 3.790  -0.137
N 3.816 1.979 4.007  0.023
H 6.784 -5.175 -6.096  0.087
H 2.615 0.357 5.690  0.080
H -6.058 7.586 -2.769  0.078
H -6.871 1.784 2.286  0.064
C 4.258 -3.810 3.048  -0.440
H -2.066 -0.035 -1.439  0.070
C 5.081 -5.119 2.827  -0.161
C 4.616 4.075 7.765  -0.126
H -2.786 -5.317 6.023  0.132
C 4.896 2.222 6.220  -0.156
C 5.950 -2.427 -4.463  -0.209
C -6.930 -1.476 -1.246  -0.075
H 2.395 -0.129 -8.349  0.116
H -9.224 6.349 0.761  0.088
H -6.905 2.021 4.062  0.075
N 2.468 -0.782 -11.003  0.009
N -6.055 4.796 -3.652  0.036
H 2.537 -2.677 2.244  0.075
C 0.111 6.535 -0.695  -0.323
O -6.425 4.397 2.933  -0.068
H 4.633 4.184 8.849  0.092
H 0.045 -1.822 -10.816  0.080
C 0.417 -0.304 -6.623  -0.090
H -6.006 -0.972 -4.167  0.087
H -7.839 -1.837 -0.765  0.066
H 0.508 -1.292 -6.173  0.083
H 5.238 1.187 6.198  0.120
C -0.717 -7.161 6.360  -0.051
H -8.138 6.003 -2.687  0.126
H -5.574 1.179 3.245  0.068
H 6.239 -7.161 3.846  0.085
H -0.197 -5.339 7.572  0.135
C -5.474 6.804 -2.285  -0.060
H -1.224 -6.787 8.991  0.068
H -8.150 -0.647 -2.887  0.103
H -9.861 5.446 -0.619  0.084
C -1.657 -2.998 4.979  -0.092
O 6.192 -5.107 3.771  -0.211
H 0.211 -0.204 -0.506  0.115
H 4.340 -2.848 -3.099  0.132
H 3.960 0.982 3.933  0.073
C -6.117 5.452 -2.357  -0.453
N -1.875 -6.358 8.349  0.026
H 5.351 -2.099 -5.313  0.116
C 2.413 1.426 5.763  -0.066
H -1.541 -2.240 5.753  0.083
H -9.373 7.119 -0.848  0.087
H -0.634 6.253 1.011  0.082
H -2.175 -5.534 8.849  0.060
H 7.533 -6.217 2.907  0.091
H 6.776 -1.717 -4.431  0.118
C -9.134 6.199 -0.315  -0.089
H -6.120 -2.192 -1.109  0.069
H -6.692 -0.546 -0.730  0.062
H 0.738 7.309 -0.252  0.104
H 7.546 -6.385 4.662  0.087
C -0.285 0.762 -0.604  -0.362
H 5.307 -2.516 1.906  0.061
O -0.207 5.684 0.366  -0.091
H 1.281 0.214 -6.207  0.076

## Properties
* DFT total energy: -64052.1399 eV
* gap between HOMO and LUMO: 8.981 eV
* structure (SMILES): COC[C@H](C)N.COC[C@H](C)N.COC[C@H](C)N.COC[C@H](C)N.COC[C@H](C)N.COC[C@H](C)N.CCO.CCO.CCO.CCO

=====

No. 2
Below is a cluster of 11 separate species, C32H93N15O11 in total at a distorted geometry, with properties calculated with the ωB97M-V functional and the def2-TZVPD basis.

Each line ends with the Löwdin charge.
Geometry (Å):
H -1.429 -3.359 -0.357  0.051
H 3.725 1.884 4.165  0.072
H 0.658 -3.023 -1.049  0.100
H -4.479 0.006 -0.200  0.096
C -0.957 -4.128 5.550  -0.112
N 3.779 -0.014 2.170  0.067
H -1.332 3.535 -0.625  0.084
C 1.778 2.219 -6.434  -0.216
H 1.793 0.221 0.174  0.070
N 4.624 0.617 -1.272  0.171
H 0.701 2.753 1.367  0.055
H 3.618 6.461 5.001  0.073
H 4.080 2.619 0.340  0.068
H -0.501 -3.274 -4.214  0.091
H -0.351 -2.265 -2.777  0.048
H -2.734 -0.392 -0.147  0.055
H -2.143 -4.353 0.912  0.075
H -4.882 2.596 -2.721  0.086
H 2.145 -0.499 5.116  0.137
H -6.188 4.317 -0.053  0.057
H -3.837 -1.556 2.162  0.063
H 0.617 0.422 -1.786  0.064
H 3.872 1.492 -4.275  0.083
C 3.641 -0.176 3.626  -0.440
O 2.870 1.825 -7.230  -0.192
O -2.733 3.687 -2.132  -0.195
C -0.372 3.170 3.055  -0.670
H 1.143 2.966 -6.928  0.131
C -1.639 3.018 -1.538  -0.098
H -2.935 -5.533 -1.088  0.128
H 1.532 -2.675 4.841  0.091
H 4.901 7.090 2.158  0.067
H 2.571 7.160 3.761  0.082
H -1.516 1.600 3.649  0.045
H 2.681 -3.064 3.523  0.091
N 5.064 6.309 2.786  0.032
H 2.035 4.905 2.009  0.098
H 3.188 -4.821 0.929  0.081
N -2.937 -3.980 -2.425  0.063
H -1.698 -3.048 3.276  0.123
H 0.919 -3.259 3.343  0.083
O 2.586 0.918 -2.258  0.003
N 0.119 2.340 2.067  0.170
C 2.511 1.551 -8.548  -0.124
H -1.645 3.116 4.620  0.099
O 1.528 -1.316 3.266  -0.249
H 2.378 2.875 0.443  0.071
N 1.024 -0.285 0.575  0.194
H -4.978 -1.114 -3.395  0.114
N -5.482 3.733 0.394  0.027
C -5.094 -6.194 0.720  -0.103
N -1.288 2.564 3.865  0.157
H 5.598 0.408 -1.399  0.103
C 0.214 -2.816 -3.534  -0.095
N -0.147 -0.106 -1.400  0.206
H 4.178 4.567 3.423  0.128
H 3.077 -5.052 -2.763  0.067
C -2.368 -3.763 0.021  -0.046
H 4.381 0.771 5.428  0.085
H -5.919 1.641 -1.737  0.049
C -4.612 3.151 -0.685  -0.427
H 1.559 -5.337 -0.868  0.142
C -3.655 -0.648 -1.943  -0.645
C -0.126 -0.520 -0.121  -0.624
C 3.325 3.157 0.921  -0.130
H 3.324 2.782 1.948  0.068
O -1.444 -2.816 5.327  -0.182
C 3.832 5.539 3.059  -0.437
H 0.166 1.371 2.332  0.047
H -0.632 -4.573 4.602  0.080
C 2.741 -4.001 0.364  -0.063
H -5.721 -0.572 -1.907  0.088
H -2.019 -4.334 -2.688  0.056
C 2.250 -4.499 -0.989  -0.432
H -1.870 1.971 -1.302  0.064
H 0.863 -2.093 -4.035  0.071
H 2.941 6.323 1.311  0.127
H -0.588 2.356 -5.137  0.088
H 1.098 -0.686 1.499  0.058
H 1.672 0.617 3.781  0.119
N -3.615 -0.255 -0.637  0.187
H 0.692 1.917 -3.972  0.061
H 2.184 2.720 -5.548  0.123
H -4.180 4.995 -1.755  0.133
H 2.111 -2.471 -1.795  0.132
H 3.324 -0.811 1.732  0.054
C 4.297 0.970 4.361  -0.054
H -4.235 -0.079 3.102  0.080
O -2.622 -0.887 -2.568  -0.019
H -0.124 -4.046 6.243  0.084
H -3.096 4.740 -0.403  0.122
N -4.913 -0.851 -2.428  0.175
H -5.881 -6.552 0.054  0.087
H -0.561 0.764 -4.352  0.077
H 2.011 -3.461 0.961  0.057
N 1.831 -0.017 -5.355  0.060
C 3.011 5.339 1.779  -0.180
H 2.101 0.287 -4.419  0.022
H 5.291 1.218 3.979  0.081
O -1.144 -0.969 0.430  -0.044
C -3.666 4.217 -1.180  -0.206
H -5.318 -6.408 1.763  0.085
N 3.389 -4.949 -1.804  0.045
H -0.839 2.970 -2.279  0.074
H 3.587 -3.330 0.150  0.073
H -1.004 -0.305 -1.910  0.054
C -5.482 2.641 -1.812  -0.052
H -1.691 -0.580 2.339  0.043
C 3.807 0.891 -2.329  -0.637
C 1.708 -2.628 3.760  -0.088
C -4.677 -4.363 -0.721  -0.214
H -3.121 -3.391 4.227  0.133
C 1.493 -3.383 -1.676  -0.241
C -3.191 -4.467 -1.057  -0.416
H -4.713 -1.675 3.670  0.082
H -6.396 3.236 -1.878  0.079
H 2.235 5.554 4.500  0.070
H 4.768 -0.106 1.955  0.081
H 4.257 0.576 -0.338  0.059
H -2.735 -2.976 -2.392  0.029
H 0.356 0.576 -6.707  0.128
H -4.958 -3.306 -0.709  0.113
H 2.217 2.451 -9.104  0.091
H 3.312 1.055 -9.097  0.089
H 5.435 1.275 -3.507  0.101
O -0.026 4.335 3.190  0.006
H 4.075 -1.134 3.964  0.135
C 0.943 1.041 -5.914  -0.410
H -1.737 -4.765 5.980  0.090
C -3.920 -1.119 3.161  -0.052
H 1.669 0.849 -8.661  0.090
H 2.713 0.055 -5.865  0.062
H -4.141 -6.686 0.493  0.082
H 5.688 5.695 2.273  0.062
H -2.908 -2.879 0.373  0.052
N -1.567 -0.469 3.347  0.057
H -0.672 -0.936 3.492  0.054
H 4.064 -4.189 -1.793  0.063
N 4.438 1.153 -3.519  0.175
C -2.640 -1.283 3.970  -0.405
H -4.049 2.392 -0.140  0.115
C -2.249 -2.721 4.179  -0.223
O -4.946 -4.788 0.604  -0.202
O 1.012 -3.822 -2.926  -0.179
C 3.009 6.230 4.126  -0.067
C 2.180 -0.317 4.042  -0.174
H -2.841 -0.823 4.944  0.137
O 3.728 4.497 0.869  -0.181
H -4.934 4.441 0.882  0.061
C 0.060 1.549 -4.786  -0.067
H -5.256 -4.911 -1.472  0.121

## Properties
* DFT total energy: -79568.3736 eV
* gap between HOMO and LUMO: 8.988 eV
* structure (SMILES): COC[C@H](C)N.COC[C@H](C)N.COC[C@H](C)N.COC[C@H](C)N.COC[C@H](C)N.COC[C@H](C)N.COC[C@H](C)N.NC(N)=O.NC(N)=O.NC(N)=O.NC(N)=O

=====

No. 3
Below is a cluster of 17 separate species, C32H93N3O22S3 in total at a distorted geometry, with properties calculated with the ωB97M-V functional and the def2-TZVPD basis.

Each line ends with the Löwdin charge.
Geometry (Å):
C 0.434 -2.141 -1.426  -0.136
C -2.223 3.161 3.284  -0.463
O -1.122 4.333 1.536  -0.187
C 1.927 1.865 -4.740  -0.179
C 3.081 -1.651 5.739  -0.141
H 0.923 -8.724 -3.674  0.058
C 3.482 0.819 9.484  -0.128
H 2.992 -2.958 11.160  0.078
O 2.274 -4.886 -1.657  -0.141
H -7.498 3.934 1.206  0.081
H 0.959 -2.921 -0.880  0.063
H -0.956 1.965 -5.487  0.005
H -5.269 6.034 6.182  0.071
H 1.351 0.904 -4.738  0.110
H 2.590 3.728 2.327  0.055
H 0.858 -2.055 -2.431  0.080
H 0.340 9.705 -11.909  0.079
O -1.324 1.695 -6.336  -0.139
H -3.693 -9.112 2.171  0.080
O 3.832 2.886 -5.807  -0.161
H 4.574 0.845 9.509  0.084
H 2.435 -2.434 5.336  0.080
O -1.954 -9.856 1.383  -0.137
H 2.029 7.644 -9.167  0.064
C 2.125 -2.356 11.444  -0.163
H -2.198 1.095 -1.435  0.076
C 1.184 2.484 2.304  -0.350
H -3.510 5.773 5.659  0.063
H -4.005 2.213 2.896  0.135
H -0.691 -7.393 -1.650  0.080
O -1.784 2.269 4.324  0.033
O -2.477 -3.188 -2.508  -0.141
H 2.798 -8.072 -7.463  0.077
H -1.710 -8.421 -0.614  0.058
H -2.350 1.341 0.676  0.128
H -1.106 2.706 4.857  0.117
H -1.989 4.047 -0.855  0.094
O -5.726 2.987 0.716  -0.141
H 0.776 -7.366 1.145  0.076
H -1.089 9.033 -11.091  0.077
H -7.579 2.168 1.014  0.079
H -5.032 5.365 3.209  0.082
H 2.215 -8.301 1.611  0.079
C 2.851 1.844 -6.016  -0.163
O 1.448 6.626 -7.464  -0.134
H -1.410 -8.878 -2.317  0.068
H 1.974 -9.616 -7.145  0.079
S -1.734 5.464 2.569  0.765
O 2.363 -0.424 5.823  -0.151
O 1.623 -8.147 -5.760  -0.146
H 2.205 2.128 -6.893  0.135
C 5.079 3.670 7.526  -0.157
H -3.172 1.348 -5.476  0.073
H -3.679 -4.693 -3.264  0.078
C 1.873 -8.532 -7.107  -0.144
O 1.268 -2.179 10.325  -0.125
H -0.019 9.503 -9.107  0.074
H -2.093 -5.196 -2.646  0.055
C -2.939 -9.860 2.410  -0.153
H -3.707 3.562 5.342  0.116
H 2.757 -4.447 -2.362  0.071
H -5.170 2.839 4.612  0.120
C 0.205 3.203 -3.707  -0.976
H 3.379 0.452 7.577  0.056
H 3.089 1.835 9.398  0.079
C 1.436 -7.624 1.971  -0.153
H 1.618 -0.570 6.413  0.080
C -2.722 1.936 -6.281  -0.157
S -0.277 1.713 -2.743  0.881
H 3.316 7.290 -7.992  0.079
H -0.424 1.082 2.661  0.129
H 1.773 -1.722 9.645  0.044
H 0.222 -10.323 -4.005  0.082
C -1.892 2.081 -1.884  -0.408
H 2.805 4.161 -7.131  0.121
O 0.542 9.451 -9.886  -0.139
O -0.858 6.647 2.675  -0.248
H 1.998 -10.097 -4.003  0.075
C 1.058 -9.791 -3.541  -0.175
O 0.592 -0.904 -0.730  -0.156
H 2.601 1.972 -3.848  0.142
H 2.601 -6.679 3.202  0.072
C -1.392 2.967 1.931  -0.306
C -4.337 3.576 4.424  -0.187
H -2.912 3.000 -6.114  0.078
H -5.210 3.723 1.066  0.051
H -0.110 1.411 0.942  0.124
C 2.276 7.592 -8.107  -0.150
C 1.864 4.307 -5.072  -0.191
H 0.854 -8.115 2.756  0.072
H -3.164 1.638 -7.231  0.076
H 2.455 -1.384 11.820  0.063
H 3.538 -4.086 -0.227  0.079
H -2.655 2.495 -2.579  0.081
H 1.039 -8.227 -7.745  0.077
H -2.479 -9.614 3.371  0.075
C -4.546 6.047 5.325  -0.104
H 4.023 -5.679 -0.886  0.077
H -3.414 -10.843 2.469  0.075
H -0.626 -2.397 -1.489  0.058
H 4.687 4.977 8.903  0.075
H -1.300 -10.522 1.613  0.074
H -3.464 -7.888 -2.006  0.075
H -6.169 4.846 4.492  0.095
H 3.812 4.936 -5.804  0.133
N -3.660 3.124 3.190  0.037
C -1.564 -8.044 -1.629  -0.133
O 4.777 4.020 8.871  -0.131
O -2.710 -7.294 -2.033  -0.141
H 3.112 0.367 10.403  0.063
H -6.821 2.861 2.467  0.064
O 1.094 -10.080 -2.145  -0.134
C -5.076 4.981 4.253  -0.219
C 3.178 -5.060 -0.571  -0.145
H 2.287 4.762 -4.136  0.119
H 1.214 -11.029 -2.055  0.068
H 1.537 -7.189 -5.750  0.083
H 2.609 2.048 4.014  0.073
H -3.324 2.868 0.730  0.092
H 2.970 1.266 2.441  0.088
O 2.024 -6.428 2.475  -0.136
H 1.571 -2.873 12.227  0.078
C 3.105 4.097 -6.051  -0.186
H 2.131 8.572 -7.644  0.078
N 1.079 3.075 -4.840  -0.184
H 4.269 3.990 6.865  0.078
C -1.600 3.031 -0.626  -0.243
H -0.683 10.766 -10.914  0.076
H -0.481 3.030 -0.516  0.089
H 0.120 -0.233 -1.231  -0.028
C 2.133 1.533 3.150  -0.049
O -1.840 4.447 3.869  -0.133
S -0.393 4.722 -3.303  0.686
C -6.976 2.992 1.392  -0.150
H -4.497 7.048 4.831  0.073
H 0.537 6.911 -7.577  0.074
H -2.952 -2.521 -3.012  0.072
H 3.932 -1.511 5.074  0.082
H 3.440 -1.940 6.729  0.070
C -0.223 1.918 1.940  -0.046
H 1.228 5.080 -5.575  0.091
H 1.640 0.565 3.407  0.063
O -2.985 5.910 1.909  -0.273
H 3.399 0.887 -6.162  0.129
N 1.643 3.627 1.945  0.137
H 2.652 -5.557 0.243  0.056
C -0.274 9.757 -11.012  -0.149
O 3.042 0.035 8.377  -0.149
H -2.195 -4.344 -4.203  0.078
C -2.622 -4.427 -3.198  -0.142
H 5.185 2.588 7.465  0.067
C -2.286 2.465 0.698  -0.098
H 6.015 4.142 7.218  0.078

## Properties
* DFT total energy: -116701.1531 eV
* gap between HOMO and LUMO: 8.558 eV

=====

Among the records above, which one has the highest DFT total energy?
C32H90N6O10

=====

Which value of DFT total energy does entry 3 give?
-116701.1531 eV

=====

Which of these has the highest DFT total energy?
C32H90N6O10